Record 1
{"formula": "C26H51N6O4", "method": "the ωB97M-V functional and the def2-TZVPD basis", "species": ["C", "C", "O", "C", "O", "C", "C", "C", "C", "N", "C", "N", "N", "N", "H", "H", "H", "H", "H", "H", "H", "H", "H", "H", "H", "H", "H", "H", "H", "C", "C", "C", "C", "C", "C", "N", "O", "C", "C", "C", "H", "H", "H", "H", "H", "H", "H", "H", "H", "H", "H", "H", "H", "H", "H", "H", "H", "H", "C", "C", "C", "C", "C", "C", "N", "O", "C", "C", "C", "H", "H", "H", "H", "H", "H", "H", "H", "H", "H", "H", "H", "H", "H", "H", "H", "H", "H"], "xyz": [[4.896668, -5.088040, -0.237393], [5.099343, -5.045608, -1.784867], [6.193177, -4.166894, -2.097178], [5.787651, -2.855279, -2.291709], [5.101940, -2.596532, -3.222587], [6.326111, -1.830700, -1.285066], [5.235977, -1.139608, -0.407261], [4.014267, -0.561515, -1.201956], [2.808623, -1.473414, -1.242916], [2.631267, -2.716385, -1.733634], [1.325486, -3.022162, -1.526145], [0.832653, -4.211187, -1.942813], [0.710127, -1.996709, -0.915802], [1.641802, -1.069104, -0.746406], [5.679239, -5.692969, 0.241814], [3.902734, -5.541143, -0.053321], [4.884322, -4.042729, 0.119044], [5.429685, -6.056727, -2.092383], [4.174017, -4.830254, -2.339571], [6.825909, -1.037183, -1.869013], [7.030670, -2.342634, -0.611831], [4.913088, -1.763857, 0.448539], [5.733534, -0.265427, 0.056635], [3.689278, 0.347101, -0.656030], [4.358312, -0.300800, -2.218956], [0.880848, -4.401976, -2.934122], [0.442220, -4.893243, -1.309437], [-0.275629, -1.987718, -0.673454], [1.443423, -0.175836, -0.288028], [-5.029249, -1.428875, 0.340482], [-4.855778, -0.014834, -0.267312], [-6.030575, 0.292947, -1.206567], [-5.960946, -0.450342, -2.538025], [-4.608419, -0.233361, -3.210301], [-3.422016, -0.565330, -2.297324], [-3.533525, 0.080468, -0.957412], [-3.232965, 1.346035, -1.097761], [-3.306341, -2.096431, -2.141554], [-2.126617, -0.165212, -3.015685], [-4.941472, 0.931455, 0.937951], [-5.634284, -1.400057, 1.246536], [-5.534467, -2.123909, -0.329782], [-4.067306, -1.860753, 0.625626], [-6.060537, 1.367831, -1.415941], [-6.973057, 0.054023, -0.708349], [-6.149458, -1.518283, -2.393878], [-6.754825, -0.091069, -3.196125], [-4.556131, -0.835855, -4.120675], [-4.545190, 0.810892, -3.533246], [-2.531866, -2.360320, -1.413953], [-3.029429, -2.557649, -3.091620], [-4.232385, -2.579201, -1.841039], [-2.115123, 0.884714, -3.305716], [-2.000423, -0.740136, -3.934097], [-1.250946, -0.354804, -2.386152], [-4.118275, 0.757008, 1.635588], [-5.875798, 0.771739, 1.476773], [-4.929690, 1.982205, 0.647494], [-0.656689, 4.825796, 1.933274], [-0.350358, 3.330744, 1.671804], [-1.098540, 2.461725, 2.692297], [-0.486706, 2.496363, 4.091011], [1.005118, 2.177891, 4.041070], [1.777071, 3.057966, 3.049629], [1.126966, 3.103384, 1.707314], [1.381235, 1.977425, 1.099128], [1.914617, 4.483548, 3.622087], [3.224366, 2.552486, 2.968573], [-0.942679, 3.061977, 0.281257], [-1.559533, 5.142405, 1.411156], [-0.829727, 5.049506, 2.985404], [0.149611, 5.466518, 1.571903], [-1.110472, 1.420154, 2.348518], [-2.143651, 2.775401, 2.747092], [-0.653099, 3.469931, 4.559666], [-0.992874, 1.765833, 4.726583], [1.431559, 2.285537, 5.040917], [1.125603, 1.122419, 3.771157], [2.369656, 5.156303, 2.892764], [2.556620, 4.480019, 4.504456], [0.972885, 4.918810, 3.946769], [3.284728, 1.499654, 2.689645], [3.714245, 2.647562, 3.937703], [3.803305, 3.132891, 2.246312], [-0.435937, 3.655600, -0.483428], [-1.999480, 3.325460, 0.260646], [-0.887480, 2.012306, -0.006802]], "atomic_forces_ev_per_a": [[-0.617, 0.234, -1.170], [0.402, -1.507, 0.723], [-0.446, 0.838, 0.569], [0.815, -0.883, 0.528], [-0.737, 0.853, -0.625], [-0.250, -0.239, 0.106], [0.125, 0.238, -0.093], [0.190, -0.260, 0.683], [-0.234, -0.656, -0.735], [-0.453, 0.695, 0.328], [2.441, -0.010, -0.397], [-1.032, 0.027, 0.076], [-0.531, -2.008, -0.567], [0.037, 2.380, 1.142], [-0.262, 0.441, -0.067], [0.513, 0.165, 0.160], [0.042, -0.565, 0.199], [-0.130, 0.579, -0.053], [0.469, 0.397, 0.192], [-0.058, -0.435, 0.265], [-0.071, 0.363, -0.386], [0.058, 0.126, -0.578], [-0.230, -0.461, -0.215], [0.091, -0.317, -0.509], [-0.483, -0.154, 0.377], [0.198, -0.248, 0.334], [-0.111, 0.261, -0.244], [0.214, 0.713, 0.161], [-0.074, -0.156, -0.016], [0.042, -0.309, -0.156], [-0.996, -1.203, 1.502], [0.094, 0.178, -0.570], [0.049, -0.064, 0.076], [-0.449, 0.311, 0.125], [0.676, -1.816, -0.820], [-0.928, 2.351, -1.310], [0.534, -0.500, 0.493], [-0.252, -0.174, 0.038], [0.090, 0.616, 0.221], [0.490, 0.544, -0.215], [-0.019, 0.182, -0.070], [0.103, -0.010, -0.036], [-0.011, 0.039, -0.052], [0.148, -0.012, 0.087], [0.140, -0.026, 0.181], [0.022, 0.013, 0.012], [0.022, -0.033, 0.025], [0.198, -0.046, 0.078], [0.138, 0.008, 0.133], [-0.059, 0.030, 0.066], [0.028, 0.183, -0.017], [0.049, 0.034, 0.134], [-0.003, 0.009, 0.209], [-0.200, -0.141, 0.110], [-0.025, 0.071, 0.034], [0.003, -0.005, -0.040], [0.012, -0.208, -0.147], [0.163, -0.071, -0.080], [0.121, 0.227, 0.266], [-1.430, 1.731, -0.366], [0.338, -0.398, 0.382], [0.020, 0.055, -0.033], [-0.547, -0.268, -0.177], [1.175, 1.360, 1.369], [-0.696, -2.994, 0.361], [0.462, 0.346, -0.603], [-0.271, 0.241, 0.057], [-0.034, -0.376, -0.609], [0.577, -0.432, -0.218], [-0.001, -0.208, -0.033], [0.120, 0.004, -0.004], [0.009, -0.068, 0.039], [0.091, 0.058, -0.120], [0.061, 0.129, -0.206], [0.021, -0.001, -0.036], [0.006, 0.048, -0.004], [0.168, 0.117, -0.123], [0.072, 0.059, -0.144], [-0.042, -0.051, -0.023], [0.018, -0.175, -0.087], [-0.018, -0.003, -0.106], [-0.090, 0.057, -0.096], [-0.202, 0.123, 0.034], [-0.054, -0.013, 0.004], [0.023, -0.011, 0.043], [0.069, 0.041, 0.200], [0.098, 0.042, 0.032]], "relative_energy_kcal_mol": 28.3, "energy_ha": -1650.41293, "e_homo_ha": [-0.4081, -0.4359], "total_charge": 1, "gap_ha": [0.3087, 0.3364], "multiplicity": 3}

---

Record 2
{"formula": "C31H40CuN5O12Se", "method": "the ωB97M-V functional and the def2-TZVPD basis", "species": ["Cu", "C", "C", "C", "O", "C", "O", "O", "H", "H", "H", "H", "H", "H", "H", "O", "C", "O", "C", "C", "C", "C", "C", "C", "O", "N", "O", "O", "N", "O", "O", "H", "H", "C", "C", "C", "C", "N", "C", "Se", "N", "C", "C", "C", "C", "C", "C", "C", "C", "C", "C", "H", "H", "H", "H", "H", "H", "H", "H", "H", "H", "H", "H", "H", "H", "H", "H", "H", "H", "H", "H", "H", "H", "O", "C", "O", "C", "N", "C", "C", "C", "H", "H", "H", "H", "H", "H", "H", "H", "H"], "xyz": [[-0.633701, 2.049723, -0.062804], [-2.495501, 1.106723, 3.138096], [-1.682301, 0.264723, 2.157396], [-1.493001, -1.163877, 2.663396], [-0.434001, 0.903323, 1.962996], [-2.481701, 0.146423, 0.794796], [-3.605301, -0.329177, 0.862196], [-1.857701, 0.511923, -0.237004], [-2.237301, 0.868223, 4.169396], [-3.554801, 0.908523, 2.987796], [-2.277901, 2.157023, 2.958296], [-0.985101, -1.159977, 3.627796], [-0.906301, -1.726277, 1.937096], [-2.465301, -1.636477, 2.768196], [0.151199, 0.303023, 1.467496], [3.299499, 1.476623, -0.667304], [2.204899, 1.996323, -0.534404], [1.134199, 1.335723, -0.306704], [2.129399, 3.516723, -0.606104], [3.308399, 4.190823, -0.440004], [3.355299, 5.595523, -0.474304], [2.190499, 6.315723, -0.673504], [0.992799, 5.656523, -0.883104], [0.896099, 4.216723, -0.853704], [-0.217501, 3.657723, -1.033504], [-0.172501, 6.447623, -1.031604], [-0.101701, 7.628223, -0.702304], [-1.204401, 5.956123, -1.456204], [4.575399, 6.289523, -0.282004], [4.572599, 7.507523, -0.397004], [5.575999, 5.648123, -0.006404], [4.213299, 3.620423, -0.275904], [2.215299, 7.397123, -0.667904], [0.685999, -5.419377, -4.263404], [1.242199, -4.132377, -3.663304], [0.169899, -3.114877, -3.278004], [-0.735701, -3.548377, -2.121404], [0.000399, -3.935477, -0.946104], [0.689899, -3.051077, -0.165404], [0.835499, -1.256977, -0.428504], [1.211299, -3.752777, 0.889396], [1.941299, -3.146477, 1.973596], [3.292399, -2.566477, 1.549796], [4.236999, -3.578177, 0.908296], [4.730299, -4.650477, 1.874796], [0.832399, -5.066977, 0.792596], [1.067299, -6.166277, 1.601396], [0.504799, -7.376877, 1.224996], [-0.272101, -7.487977, 0.080196], [-0.510601, -6.394677, -0.738704], [0.052599, -5.181877, -0.378204], [1.498999, -6.052077, -4.615104], [0.035499, -5.196877, -5.107204], [0.119799, -5.985477, -3.528804], [1.904599, -3.661877, -4.394004], [1.846099, -4.371477, -2.784404], [-0.468501, -2.900077, -4.137604], [0.667599, -2.187377, -2.988104], [-1.362201, -4.393177, -2.411204], [-1.376701, -2.700577, -1.854904], [2.068699, -3.901277, 2.750896], [1.334699, -2.328777, 2.377596], [3.758499, -2.125377, 2.433196], [3.111899, -1.764077, 0.832796], [5.096599, -3.030277, 0.515496], [3.736199, -4.052277, 0.060496], [5.179199, -4.189377, 2.752796], [5.480799, -5.275277, 1.394496], [3.918599, -5.297677, 2.199596], [1.664599, -6.096277, 2.497696], [0.674299, -8.249777, 1.837696], [-0.702201, -8.443877, -0.180704], [-1.121201, -6.494477, -1.622604], [-1.995401, 3.390923, 1.012996], [-2.938401, 3.538623, 0.263196], [-3.010001, 2.975223, -0.906704], [-4.148801, 4.394723, 0.639796], [-5.013201, 4.467023, -0.537404], [-4.613701, 5.702123, -1.215804], [-4.364801, 6.706323, -0.093104], [-3.713501, 5.841123, 0.990696], [-4.648501, 3.889223, 1.471796], [-5.988501, 4.524423, -0.259904], [-3.871801, 3.225323, -1.318304], [-5.379801, 6.009523, -1.925604], [-3.675501, 5.524323, -1.744104], [-5.315901, 7.118523, 0.250996], [-3.711801, 7.515623, -0.401104], [-4.031201, 6.134123, 1.988996], [-2.628801, 5.911223, 0.940296]], "atomic_forces_ev_per_a": [[0.256, 0.038, -0.241], [0.225, -0.070, -0.061], [-0.885, -0.357, -0.243], [-0.012, 0.184, -0.034], [0.276, 0.214, 0.068], [0.406, -0.127, 1.321], [-0.547, -0.176, -0.195], [0.356, 0.542, -0.674], [0.094, -0.008, 0.095], [-0.022, -0.010, 0.008], [-0.103, 0.044, 0.050], [0.101, 0.008, 0.070], [0.029, -0.104, 0.019], [-0.082, -0.052, 0.014], [0.065, -0.115, 0.072], [0.285, -0.118, -0.022], [0.482, 0.420, -0.090], [-0.842, 0.336, 0.024], [-0.165, -0.152, -0.009], [0.132, 0.324, 0.050], [-1.365, -0.671, -0.165], [0.259, 0.177, -0.054], [0.911, -0.917, 0.134], [0.641, 0.754, -0.005], [-0.334, -0.753, 0.216], [-0.713, 0.816, 0.065], [-0.023, 0.175, 0.024], [-0.098, -0.030, -0.129], [0.767, 0.501, 0.145], [0.032, 0.098, -0.005], [0.038, -0.109, -0.008], [-0.073, -0.013, -0.054], [-0.022, -0.124, -0.022], [0.196, 0.153, 0.088], [-0.244, 0.000, -0.112], [0.268, -0.138, 0.111], [-0.177, 0.366, -0.569], [0.344, 0.172, 0.432], [-0.038, 0.337, 0.007], [0.083, -0.452, -0.017], [-0.287, 0.108, -0.500], [0.421, 0.527, 0.360], [0.042, -0.185, -0.288], [-0.006, 0.018, 0.284], [-0.009, 0.110, -0.249], [-0.331, -0.585, -0.280], [0.033, 0.094, -0.022], [0.026, -0.071, 0.054], [-0.041, -0.080, -0.043], [0.027, 0.120, -0.048], [0.193, -0.574, 0.481], [0.000, -0.130, -0.047], [-0.097, -0.024, -0.109], [-0.104, -0.114, 0.044], [0.066, 0.002, 0.087], [0.095, 0.051, -0.007], [-0.044, 0.033, -0.043], [-0.173, -0.020, -0.053], [-0.016, 0.034, 0.066], [-0.006, -0.142, 0.025], [-0.085, 0.004, -0.028], [0.003, -0.144, 0.003], [0.015, 0.029, 0.064], [-0.010, 0.032, 0.192], [-0.044, -0.040, -0.089], [0.040, 0.033, -0.105], [0.058, -0.006, 0.133], [0.069, -0.126, 0.038], [-0.060, -0.096, 0.086], [0.037, 0.049, 0.064], [0.011, -0.063, 0.055], [-0.026, -0.066, -0.014], [-0.054, 0.017, -0.074], [0.349, -0.445, -0.214], [-0.969, 0.507, 0.205], [0.265, -0.219, -0.450], [0.178, -0.108, 0.077], [-0.440, -0.101, -0.026], [-0.049, 0.385, 0.010], [0.028, -0.097, -0.083], [0.058, 0.003, 0.055], [0.065, 0.015, -0.140], [0.162, -0.076, -0.045], [-0.015, -0.029, 0.336], [0.045, -0.016, -0.069], [-0.028, 0.004, -0.105], [-0.002, 0.047, 0.024], [0.034, 0.161, -0.045], [0.049, -0.071, 0.048], [0.024, 0.078, 0.078]], "relative_energy_kcal_mol": 27.0, "energy_ha": -6423.88822, "e_homo_ha": [-0.1840, -0.1838], "total_charge": -1, "gap_ha": [0.2586, 0.2581], "multiplicity": 2}